Density functional theory data (ωB97M-V with the def2-TZVPD basis set) for a 11-piece molecular cluster, C38H106N8O11 overall in a non-equilibrium geometry.

Each line ends with the Mulliken charge.
Geometry (Å):
C 4.593 -12.365 -6.059  -1.446
C 3.162 -12.984 -6.185  0.342
C 2.285 -12.519 -7.311  -0.381
O 1.093 -13.205 -7.327  -0.209
C 0.139 -12.582 -8.140  -1.008
N 3.394 -14.362 -6.215  -0.202
H 4.543 -11.339 -5.693  0.465
H 5.013 -12.393 -7.064  0.098
H 5.247 -12.862 -5.342  0.424
H 2.610 -12.793 -5.265  0.228
H 2.712 -12.570 -8.312  -0.144
H 2.108 -11.447 -7.222  0.757
H -0.869 -12.996 -8.170  0.317
H 0.259 -12.813 -9.198  0.347
H 0.059 -11.503 -8.010  0.373
H 3.963 -14.609 -7.012  0.092
H 2.452 -14.722 -6.261  -0.262
C 7.761 -15.969 -6.906  -1.236
C 7.296 -17.365 -7.354  0.220
C 6.407 -18.150 -6.318  -0.700
O 5.786 -19.276 -7.008  -0.239
C 5.016 -20.099 -6.118  -0.584
N 6.566 -17.158 -8.578  -0.220
H 8.546 -15.940 -6.151  0.483
H 6.938 -15.452 -6.414  0.225
H 8.125 -15.413 -7.770  0.085
H 8.196 -17.976 -7.424  0.443
H 5.636 -17.470 -5.956  0.182
H 7.078 -18.440 -5.509  0.464
H 4.185 -19.521 -5.714  0.051
H 5.675 -20.406 -5.305  0.385
H 4.757 -21.032 -6.619  0.248
H 5.676 -16.696 -8.458  -0.252
H 6.242 -18.035 -8.960  0.213
C 5.901 -16.960 -15.719  -1.674
C 4.787 -18.029 -15.396  0.653
C 5.430 -19.435 -15.576  -1.007
O 4.509 -20.447 -15.481  -0.112
C 4.986 -21.783 -15.494  -0.933
N 4.188 -17.732 -14.090  0.861
H 5.476 -15.974 -15.533  0.331
H 6.172 -16.931 -16.775  0.463
H 6.810 -17.130 -15.142  0.299
H 4.014 -17.939 -16.159  0.371
H 6.192 -19.586 -14.813  0.263
H 5.946 -19.472 -16.535  0.538
H 4.272 -22.605 -15.456  0.274
H 5.677 -21.849 -14.653  0.345
H 5.538 -22.025 -16.402  0.363
H 3.714 -18.617 -13.983  -1.007
H 4.866 -17.870 -13.354  -0.264
C -3.876 -12.137 -13.285  -1.302
C -3.029 -12.800 -14.365  0.297
C -2.532 -14.255 -13.837  -0.776
O -1.318 -14.183 -13.053  -0.390
C -1.149 -15.245 -12.031  -0.380
N -3.786 -12.950 -15.599  -0.730
H -4.876 -12.559 -13.193  0.328
H -3.968 -11.093 -13.584  0.395
H -3.293 -12.177 -12.365  0.269
H -2.200 -12.158 -14.660  0.336
H -2.491 -14.943 -14.681  0.397
H -3.345 -14.668 -13.240  0.389
H -1.772 -15.013 -11.167  0.441
H -0.098 -15.391 -11.785  -0.200
H -1.595 -16.138 -12.469  0.453
H -4.620 -13.486 -15.408  0.242
H -4.141 -12.061 -15.920  0.267
C -1.221 -20.557 -10.672  -1.293
C -1.601 -19.045 -10.586  0.302
C -2.542 -18.534 -9.500  -0.605
O -3.789 -19.163 -9.709  -0.379
C -4.892 -18.483 -9.038  -0.728
N -0.253 -18.429 -10.478  1.206
H -0.763 -20.715 -9.696  0.326
H -0.473 -20.763 -11.438  0.223
H -2.186 -21.047 -10.800  0.508
H -1.964 -18.695 -11.552  0.315
H -2.682 -17.460 -9.623  0.469
H -2.137 -18.737 -8.508  0.251
H -5.819 -18.973 -9.336  0.271
H -4.877 -17.420 -9.281  0.293
H -4.737 -18.773 -7.999  0.318
H -0.158 -17.554 -10.973  -0.164
H 0.427 -19.019 -10.936  -0.555
C 9.196 -12.027 -9.295  -1.618
C 7.672 -12.268 -9.111  0.932
C 6.676 -11.198 -9.754  -1.000
O 5.267 -11.471 -9.432  -0.059
C 4.388 -10.427 -9.780  -0.876
N 7.465 -13.478 -9.811  -0.673
H 9.610 -11.101 -8.897  0.407
H 9.369 -12.111 -10.368  0.412
H 9.784 -12.818 -8.829  0.413
H 7.388 -12.304 -8.059  0.020
H 6.752 -11.092 -10.836  0.402
H 7.009 -10.270 -9.290  0.422
H 4.658 -9.442 -9.398  0.314
H 3.328 -10.629 -9.628  0.241
H 4.469 -10.415 -10.866  0.374
H 6.551 -13.667 -9.425  0.119
H 8.137 -14.129 -9.430  0.230
C 1.272 -19.228 -14.995  -1.467
C 1.144 -19.223 -13.467  0.700
C 2.089 -20.336 -12.741  -0.773
O 1.998 -20.173 -11.369  -0.035
C 2.741 -21.193 -10.734  -0.573
N 1.403 -17.877 -13.003  0.667
H 0.660 -18.393 -15.337  0.445
H 1.099 -20.225 -15.401  0.452
H 2.254 -18.950 -15.378  0.167
H 0.135 -19.574 -13.255  0.110
H 3.127 -20.143 -13.014  0.097
H 1.778 -21.340 -13.029  0.753
H 3.818 -21.101 -10.876  0.169
H 2.323 -22.151 -11.042  0.299
H 2.325 -20.928 -9.763  0.171
H 1.832 -17.940 -12.091  -0.362
H 2.187 -17.599 -13.576  -0.283
C 1.883 -19.301 -7.391  -0.848
C 1.075 -18.228 -6.663  0.854
C 1.685 -17.762 -5.301  -0.882
O 0.805 -17.170 -4.249  -0.522
C 0.722 -15.813 -4.511  -0.558
N 1.069 -17.169 -7.699  -0.185
H 2.167 -20.091 -6.696  0.581
H 2.723 -18.738 -7.798  0.190
H 1.460 -19.806 -8.259  -0.427
H 0.027 -18.517 -6.574  0.304
H 2.575 -17.143 -5.420  0.413
H 1.991 -18.697 -4.831  0.364
H 1.730 -15.404 -4.582  0.297
H 0.152 -15.243 -3.777  0.422
H 0.177 -15.556 -5.419  0.125
H 0.318 -16.497 -7.644  0.272
H 0.813 -17.624 -8.564  -0.458
C 2.485 -15.235 -16.259  -0.912
C 2.264 -14.711 -14.901  0.318
O 3.445 -14.826 -14.203  -0.522
H 3.086 -14.538 -16.843  0.282
H 1.481 -15.262 -16.683  0.474
H 2.877 -16.252 -16.231  0.022
H 1.536 -15.292 -14.335  -0.216
H 1.948 -13.691 -14.682  0.461
H 3.533 -15.776 -14.097  0.070
C 7.182 -18.772 -11.856  -0.231
C 8.281 -18.003 -12.365  -0.435
O 8.945 -18.983 -13.163  -0.542
H 6.395 -18.112 -11.490  -0.166
H 7.410 -19.574 -11.154  0.529
H 6.617 -19.331 -12.602  -0.090
H 8.994 -17.670 -11.610  0.352
H 7.922 -17.076 -12.813  0.277
H 9.544 -18.432 -13.673  0.306
C 3.027 -16.298 -10.747  0.309
C 3.170 -15.324 -9.548  -0.850
O 3.556 -15.971 -8.448  1.493
H 2.607 -15.754 -11.593  0.274
H 2.579 -17.242 -10.437  -0.518
H 4.037 -16.575 -11.050  -0.202
H 2.263 -14.719 -9.532  0.154
H 4.038 -14.765 -9.897  0.252
H 2.733 -16.233 -8.028  -0.548

Results
Energy above the lowest of the compared OMol25 structures with the same formula, charge and spin: 2.547 eV
Max |F|: 4.38 eV Å⁻¹
Charge: +1
E_LUMO (alpha / beta): -2.04 / -8.01 eV
Gap between HOMO and LUMO (alpha / beta): 8.6 / 2.6 eV
Spin multiplicity: 2